Record 1
Molecular formula: C16F16
Method: DFT, wB97M-V/def2-TZVPD

Highest occupied orbital energy ... -10.57 eV
Frontier orbital gap ... 0.270 Eh

ORCA input file:
```
! wB97M-V def2-TZVPD RIJCOSX def2/J DEFGRID3
* xyz 0 1
F 4.1480 -0.8936 -0.6105
F 2.8276 -1.6766 -2.2102
F 2.9981 -2.6802 1.1045
F 1.6678 -3.3007 -0.6607
F 3.0996 2.2910 -1.1602
F 2.0286 1.3806 -3.0712
F 0.5175 -1.8751 3.5201
F -0.2955 -3.5087 2.1497
F 0.5905 3.7904 -0.7346
F -0.1003 2.9342 -2.7923
F -2.8092 -2.0971 1.8491
F -2.1027 -0.7268 3.4810
F -3.0683 1.5663 -2.1224
F -2.6320 3.1197 -0.5460
F -4.0026 0.0047 -0.3067
F -3.6024 1.2459 1.5197
C 1.7323 -0.4185 -0.5312
C 1.2557 -1.2880 0.3432
C 1.2637 0.8619 -0.9969
C 0.1166 -1.2483 1.3665
C 0.1374 1.4881 -0.9213
C -1.0795 -0.5393 1.4584
C -1.1505 1.1245 -0.4910
C -1.6454 0.3564 0.4841
C 2.8429 -1.3172 -0.9349
C 2.2593 -2.3106 0.0145
C 1.9521 1.9295 -1.8545
C -0.2777 -2.1601 2.4571
C 0.6046 2.7050 -1.6773
C -1.7020 -1.3795 2.3855
C -2.5002 1.7853 -0.8009
C -3.0741 0.8366 0.2895
*
```

***

Record 2
Molecular formula: C16H10AgF6N3O3S4Sb
Method: DFT, wB97M-V/def2-TZVPD

⟨S²⟩ ... 0.7679
Highest occupied orbital energy (spin up / spin down) ... -2.44 / -2.36 eV
Frontier orbital gap (spin up / spin down) ... 0.249 / 0.204 Eh

ORCA input file:
```
! wB97M-V def2-TZVPD RIJCOSX def2/J DEFGRID3
* xyz -2 2
Ag 0.6188 -0.3912 -0.1850
O -0.3041 -3.6338 3.1159
C -0.7901 -2.8110 4.0464
C -0.8748 -3.2657 5.3660
C -1.4016 -2.4628 6.3561
C -1.8635 -1.1890 6.0543
C -1.7566 -0.7162 4.7612
C -1.2083 -1.4983 3.7490
C -1.0086 -0.9517 2.3891
O -0.5843 -1.6926 1.4673
N -1.3450 0.3360 2.2291
N -0.9531 0.8698 1.0920
C -1.4144 2.0050 0.6885
C -0.9741 2.5351 -0.5736
C -1.4404 3.7690 -1.0567
C -1.0698 4.1855 -2.3176
C -0.2249 3.3785 -3.0675
C 0.2419 2.2040 -2.4924
N -0.1214 1.7897 -1.2956
H -0.3077 -3.1142 2.2613
H -0.5134 -4.2595 5.5902
H -1.4569 -2.8333 7.3725
H -2.2938 -0.5693 6.8308
H -2.0812 0.2787 4.5008
H -2.1599 2.5664 1.2535
H -2.0969 4.3691 -0.4445
H -1.4228 5.1291 -2.7147
H 0.0532 3.6491 -4.0742
H 0.9311 1.5628 -3.0251
O 7.6457 0.4454 0.1303
C 6.4475 0.3196 0.0848
S 5.5621 -0.1367 -1.3612
C 3.9296 -0.1576 -0.6693
C 3.8399 0.1923 0.6437
S 2.4262 0.2905 1.6039
S 5.3688 0.5776 1.4507
S 2.6589 -0.5884 -1.7257
F -1.1465 -1.3106 -1.7264
Sb -1.7722 -2.6872 -2.9036
F -2.6614 -1.3479 -3.9551
F -0.2466 -2.4995 -4.0203
F -2.4321 -4.0526 -4.1068
F -0.9549 -4.0606 -1.8769
F -3.3845 -2.8693 -1.8789
*
```

***

Record 3
Molecular formula: C16H10ClF5Ga
Method: DFT, wB97M-V/def2-TZVPD

Highest occupied orbital energy ... -3.24 eV
Frontier orbital gap ... 0.221 Eh

ORCA input file:
```
! wB97M-V def2-TZVPD RIJCOSX def2/J DEFGRID3
* xyz -1 1
C 1.9454 -2.4278 1.8071
C 2.0327 -2.1611 0.4112
C 0.7207 -2.2631 -0.1392
H 2.9312 -1.8867 -0.1360
C -0.1750 -2.6183 0.9094
C 0.5768 -2.7184 2.1166
H 0.1773 -2.9601 3.1032
H 2.7733 -2.4035 2.5177
H 0.4541 -2.1383 -1.1863
H -1.2435 -2.7950 0.7973
Ga 0.8662 0.8953 -0.5030
Cl 2.6384 1.2900 0.6784
C 1.1350 2.0699 -2.1855
C -0.0479 1.4826 -2.7852
C 0.2630 0.1569 -3.1774
H -0.9431 2.0297 -3.0510
C 1.6233 -0.1082 -2.8892
C 2.1850 1.0396 -2.2569
H 3.2403 1.2023 -2.0554
H 1.3048 3.1257 -1.9966
H -0.3794 -0.4946 -3.7705
H 2.1969 -0.9681 -3.2412
F 0.3811 0.5178 2.5694
C -0.7815 0.8210 1.9425
C -0.8308 0.9754 0.5566
C -2.0935 1.2568 0.0435
F -2.3175 1.2466 -1.2998
C -3.2132 1.5029 0.8440
F -4.3941 1.8411 0.2933
C -3.1197 1.3497 2.2256
F -4.1940 1.5279 3.0150
C -1.9038 0.9548 2.7667
F -1.8089 0.6573 4.0757
*
```

***

Record 4
Molecular formula: C16H10F2INO4
Method: DFT, wB97M-V/def2-TZVPD

Highest occupied orbital energy ... -9.79 eV
Frontier orbital gap ... 0.281 Eh

ORCA input file:
```
! wB97M-V def2-TZVPD RIJCOSX def2/J DEFGRID3
* xyz 0 1
C 3.8490 2.7534 1.0491
C 3.7186 3.2249 -0.4909
I 4.3590 5.3466 -0.5520
C 2.2391 3.1053 -1.1184
C 1.5907 1.6340 -1.0309
C 2.3671 0.4307 -0.8080
C 1.7586 -1.0440 -0.6982
O 2.5201 -2.0470 -0.9205
C 0.1993 -1.1760 -0.3588
C -0.3078 -2.5302 0.2432
F 0.5666 -3.6506 0.4988
C -1.8682 -2.6245 0.5799
N -2.3014 -3.9332 1.2007
C -1.9018 -3.8261 2.4683
O -1.4791 -3.5942 3.6346
C -2.8372 -1.4293 0.2720
C -4.4137 -1.5597 0.6035
C -4.9381 -2.8723 -0.2200
O -5.9755 -3.5384 0.0902
C -2.2665 -0.0687 -0.3454
F -3.1521 1.0399 -0.6081
C -0.7359 0.0847 -0.6469
C -0.0102 1.3931 -1.2206
O -0.6550 2.2787 -1.8746
H 2.8269 2.4411 1.4997
H 4.4851 1.7762 1.0391
H 4.3978 3.5190 1.7227
H 4.4955 2.6530 -1.1382
H 1.5782 3.9361 -0.6757
H 2.3448 3.3375 -2.2571
H 3.5152 0.5297 -0.7009
H -4.6488 -1.6870 1.7203
H -5.0171 -0.6713 0.1567
H -4.3031 -3.2315 -1.1140
*
```

***

Record 5
Molecular formula: C16H11AsCoNO8S
Method: DFT, wB97M-V/def2-TZVPD

⟨S²⟩ ... 6.0141
Highest occupied orbital energy (spin up / spin down) ... -8.83 / -9.39 eV
Frontier orbital gap (spin up / spin down) ... 0.275 / 0.277 Eh

ORCA input file:
```
! wB97M-V def2-TZVPD RIJCOSX def2/J DEFGRID3
* xyz 0 5
Co 0.5365 1.0341 -1.7801
O -1.9345 -2.0688 -0.0773
As -0.3551 -1.2612 -0.0411
O -0.2347 -0.5673 1.3955
O -0.5746 -0.1793 -1.3437
C 0.7316 -2.8676 -0.3489
C 0.3442 -4.0205 0.3205
C 1.1019 -5.1752 0.1864
C 2.2412 -5.1822 -0.6048
C 2.6359 -4.0251 -1.2576
C 1.8739 -2.8774 -1.1182
S 2.4175 -1.3131 -1.8165
O 1.1971 -1.2980 -2.9158
O 2.0091 -0.3623 -0.7627
O 1.0487 0.0448 -3.2935
H -2.5961 -1.4055 0.1395
H -0.5377 -4.0005 0.9500
H 0.8034 -6.0745 0.7062
H 2.8282 -6.0827 -0.6985
H 3.5297 -4.0030 -1.8617
O 2.9507 3.9160 -1.1822
C 2.0115 3.1520 -1.1502
O 1.7939 2.1650 -2.0201
C 0.9413 3.1446 -0.1523
C 0.9962 3.8008 1.0641
C -0.0455 3.6560 1.9574
C -1.1849 2.9019 1.5744
C -2.3012 2.7715 2.4042
C -3.4496 2.1147 1.9794
C -3.4992 1.5859 0.7032
C -2.3952 1.6796 -0.1399
C -1.2101 2.2853 0.2889
N -0.1115 2.3223 -0.5296
H 1.8631 4.4015 1.2830
H -0.0237 4.1385 2.9206
H -2.2517 3.1849 3.3999
H -4.2989 2.0286 2.6372
H -4.4023 1.1170 0.3427
H -2.4491 1.3193 -1.1582
*
```

***

Record 6
Molecular formula: C16H11BrO3
Method: DFT, wB97M-V/def2-TZVPD

Structure (SMILES) ... O=C(/C=C/c1ccccc1)c1cc(Br)ccc(=O)c1O
Highest occupied orbital energy ... -8.71 eV
Frontier orbital gap ... 0.288 Eh

ORCA input file:
```
! wB97M-V def2-TZVPD RIJCOSX def2/J DEFGRID3
* xyz 0 1
O 1.1015 -1.8638 -1.5445
C 0.9506 -0.9049 -0.8135
C -0.3226 -0.5467 -0.1978
C -1.4540 -1.1594 -0.5865
C -2.7892 -0.9381 -0.0785
C -3.0987 0.0880 0.8199
C -4.3898 0.2532 1.2798
C -5.3986 -0.5987 0.8565
C -5.1092 -1.6175 -0.0373
C -3.8201 -1.7832 -0.5033
C 2.1401 -0.0452 -0.4508
C 3.3175 -0.7885 -0.2466
C 4.5632 -0.3660 0.1196
Br 5.8849 -1.7360 0.3393
C 5.0271 0.9411 0.3673
C 4.3525 2.1128 0.2458
C 3.0033 2.3770 -0.1513
O 2.5724 3.5344 -0.2518
C 1.9944 1.3252 -0.4410
O 0.8270 1.8810 -0.7410
H -0.3099 0.2050 0.5739
H -1.3617 -1.9075 -1.3658
H -2.3264 0.7657 1.1483
H -4.6151 1.0517 1.9714
H -6.4068 -0.4659 1.2193
H -5.8928 -2.2810 -0.3722
H -3.5966 -2.5782 -1.2000
H 3.1846 -1.8526 -0.4085
H 6.0621 1.0119 0.6786
H 4.8987 3.0220 0.4656
H 1.0114 2.8645 -0.6949
*
```

***

Max |F| readings, ordered: 5.7; 2.5; 1.8; 8.6; 4.8; 1.0 eV Å⁻¹